Density functional theory data (the ωB97M-V functional and the def2-TZVPD basis) for a molecular structure, C55H42ClKNO3P2S.

Geometry as XYZ:
```
106
Properties=species:S:1:pos:R:3:forces:R:3:lowdin_charge:R:1
K -0.192 0.181 -1.335 0.09 -0.24 0.16 0.62
O 3.962 -0.557 0.524 0.19 0.19 -0.07 -0.48
S 2.592 -1.046 0.812 -0.07 -0.24 0.22 0.91
C 2.520 -0.967 2.643 -0.10 0.16 -0.13 -0.32
C 3.156 -1.902 3.452 -0.02 -0.05 -0.09 -0.06
C 3.305 -1.664 4.806 -0.05 0.06 0.03 -0.07
C 2.843 -0.473 5.357 0.03 -0.03 0.02 -0.07
C 2.201 0.453 4.555 0.02 -0.03 -0.09 -0.09
C 2.008 0.213 3.192 -0.06 -0.09 0.13 -0.36
P 1.049 1.393 2.153 -0.08 -0.14 -0.23 1.12
C -0.437 1.682 3.188 -0.05 0.12 -0.05 -0.38
C -1.233 2.776 2.828 0.04 -0.02 -0.01 -0.13
C -2.461 2.998 3.428 -0.01 0.00 0.01 -0.09
C -2.930 2.120 4.399 0.03 -0.02 -0.01 -0.09
C -2.157 1.025 4.755 -0.02 0.04 0.00 -0.09
C -0.922 0.805 4.155 0.05 -0.01 -0.02 -0.10
C 2.036 2.918 2.365 -0.05 0.04 0.03 -0.35
C 1.798 3.908 3.316 0.05 -0.06 0.05 -0.10
C 2.609 5.033 3.372 0.03 -0.01 -0.03 -0.09
C 3.666 5.173 2.482 -0.04 -0.02 0.03 -0.10
C 3.906 4.190 1.532 0.01 0.03 -0.01 -0.07
C 3.089 3.071 1.463 -0.03 0.00 -0.04 -0.08
C 2.687 -2.841 0.613 -0.08 0.06 -0.06 -0.38
C 3.959 -3.398 0.586 0.07 0.13 -0.01 -0.09
C 4.118 -4.748 0.340 -0.12 -0.12 -0.03 -0.07
C 2.998 -5.536 0.091 0.11 0.04 0.02 -0.07
C 1.737 -4.966 0.080 0.00 0.07 0.02 -0.09
C 1.553 -3.604 0.346 -0.04 -0.20 -0.04 -0.34
P -0.105 -2.806 0.251 0.09 0.15 0.15 1.11
C -0.947 -3.891 -0.947 -0.08 0.06 -0.06 -0.37
C -0.417 -3.931 -2.239 -0.04 0.04 0.03 -0.09
C -1.074 -4.624 -3.241 0.01 0.00 0.02 -0.07
C -2.276 -5.267 -2.972 0.02 0.01 0.00 -0.09
C -2.819 -5.209 -1.699 -0.02 -0.02 -0.01 -0.09
C -2.160 -4.520 -0.688 0.06 -0.03 0.03 -0.08
C -0.839 -3.270 1.869 0.02 0.02 -0.04 -0.36
C -0.785 -4.549 2.423 0.02 0.03 0.04 -0.09
C -1.361 -4.806 3.657 0.00 -0.03 0.02 -0.09
C -2.004 -3.789 4.353 0.02 0.04 -0.05 -0.09
C -2.067 -2.515 3.810 -0.02 -0.06 0.04 -0.08
C -1.485 -2.258 2.575 -0.02 0.01 -0.07 -0.09
H 3.537 -2.817 3.020 0.01 -0.01 0.02 0.10
H 3.792 -2.402 5.431 0.01 0.00 0.00 0.10
H 2.980 -0.269 6.412 0.00 -0.02 -0.01 0.10
H 1.833 1.377 4.985 0.00 -0.01 0.01 0.11
H -0.885 3.451 2.052 -0.03 0.01 0.02 0.11
H -3.061 3.848 3.129 0.01 0.00 0.00 0.11
H -3.894 2.284 4.863 0.00 0.00 0.00 0.10
H -2.515 0.333 5.507 0.00 0.01 0.00 0.10
H -0.343 -0.065 4.438 -0.02 0.02 -0.01 0.10
H 0.978 3.802 4.016 0.00 0.02 -0.01 0.10
H 2.415 5.801 4.112 0.00 0.00 0.00 0.10
H 4.295 6.054 2.524 0.00 0.00 0.00 0.10
H 4.719 4.303 0.825 -0.01 -0.02 0.00 0.11
H 3.247 2.323 0.693 0.00 0.01 -0.01 0.09
H 4.808 -2.739 0.726 -0.01 -0.01 0.00 0.11
H 5.110 -5.181 0.318 0.00 -0.01 0.00 0.10
H 3.110 -6.591 -0.124 0.01 0.00 0.00 0.10
H 0.881 -5.577 -0.176 -0.02 0.01 0.00 0.10
H 0.496 -3.386 -2.458 0.00 -0.01 -0.02 0.10
H -0.662 -4.638 -4.242 0.00 0.00 0.00 0.10
H -2.799 -5.792 -3.761 0.00 0.00 0.00 0.10
H -3.768 -5.688 -1.491 0.01 0.00 0.01 0.10
H -2.598 -4.468 0.301 -0.01 0.00 -0.01 0.10
H -0.287 -5.349 1.888 0.01 0.00 0.00 0.10
H -1.312 -5.802 4.079 0.01 0.00 -0.01 0.10
H -2.456 -3.993 5.316 0.00 0.00 0.00 0.10
H -2.573 -1.720 4.343 0.01 -0.02 -0.03 0.08
H -1.539 -1.264 2.141 -0.01 -0.01 0.01 0.09
N -2.540 0.928 0.194 0.02 0.08 -0.15 0.09
C -3.816 0.687 -0.370 0.00 -0.03 0.11 -0.26
C -4.857 0.285 0.465 0.06 0.00 0.06 -0.06
C -6.116 0.018 -0.045 -0.01 0.01 -0.07 -0.12
C -6.346 0.153 -1.407 0.02 -0.01 -0.01 -0.11
C -5.302 0.545 -2.236 0.04 -0.02 0.10 -0.04
C -4.025 0.811 -1.748 -0.07 -0.01 -0.25 -0.16
C -2.931 1.186 -2.713 -0.05 0.00 0.06 -0.32
C -2.787 2.542 -3.033 0.09 -0.04 -0.01 -0.08
C -1.813 2.943 -3.943 -0.05 -0.06 0.06 -0.13
C -1.011 1.972 -4.531 -0.03 -0.01 0.05 -0.13
C -1.190 0.628 -4.198 -0.02 0.13 0.00 -0.23
C -2.142 0.153 -3.272 -0.13 -0.05 0.02 -0.14
H -2.600 1.260 1.147 0.00 -0.01 0.08 0.06
H -2.025 1.605 -0.356 -0.16 0.16 0.03 0.05
H -4.665 0.183 1.530 0.00 0.00 -0.01 0.10
H -6.912 -0.295 0.621 0.00 0.00 0.00 0.09
H -7.323 -0.053 -1.825 0.00 0.00 0.02 0.09
H -5.461 0.634 -3.304 0.00 0.00 -0.01 0.11
H -3.434 3.284 -2.571 0.01 0.01 0.00 0.10
H -1.683 3.992 -4.184 0.01 0.00 0.00 0.08
H -0.237 2.266 -5.235 -0.01 0.00 -0.01 0.09
H -0.518 -0.089 -4.673 -0.02 0.01 -0.03 0.07
Cl 5.703 2.515 -5.627 0.01 0.03 0.00 0.58
C 4.519 2.256 -4.361 0.00 -0.04 -0.01 -0.69
C 4.070 3.344 -3.592 -0.03 -0.05 0.02 -0.12
C 3.155 3.142 -2.603 0.04 0.13 0.03 -0.02
C 2.597 1.850 -2.284 0.00 -0.03 0.01 -0.39
O 1.762 1.750 -1.348 0.17 -0.16 -0.03 -0.18
C 3.076 0.756 -3.106 0.02 0.15 -0.01 -0.12
C 2.667 -0.624 -3.007 0.12 -0.07 -0.06 -0.23
O 1.843 -1.161 -2.274 0.07 0.08 0.09 -0.11
C 4.031 1.007 -4.117 -0.02 -0.04 0.02 -0.09
H 4.454 4.337 -3.795 0.01 0.00 -0.01 0.10
H 2.794 3.971 -2.005 0.01 0.00 -0.01 0.11
H 3.207 -1.269 -3.732 -0.02 -0.01 0.03 0.12
H 4.381 0.174 -4.716 -0.01 0.00 0.00 0.10
```
Forces are in eV/Å.

* 2S+1: 1
* net charge: -1
* gap between HOMO and LUMO: 0.204 Eh
* LUMO: 2.1 eV
* energy: -4542.62365 Eh
* ΔE to the lowest compared entry with this formula, charge and spin: 7.5 kcal per mole